C44H45Br2F4N5O13 | wB97M-V/def2-TZVPD

Summary:
SMILES   O=C1C[C@](CCCO)(CCCF)[C@H](CC[C@](F)(Br)C(F)(F)Br)O1.O=[N+]([O-])c1ccccc1.O=[N+]([O-])c1ccccc1.O=[N+]([O-])c1ccccc1.O=[N+]([O-])c1ccccc1.O=[N+]([O-])c1ccccc1
M   1087.666 g/mol
HOMO-LUMO gap   9.12 eV
Max |F|   0.5 eV/A

Structure (ORCA input):
```
! RIJCOSX wB97M-V def2-TZVPD def2/J DEFGRID3
* xyz 0 1
O 5.6450 0.5102 -2.3969
C 4.6766 0.6655 -1.7212
C 3.2564 0.9377 -2.1505
C 2.4150 0.6376 -0.9082
C 2.0115 -0.8544 -0.9036
C 3.0893 -1.9253 -1.1402
C 3.8303 -2.4275 0.1037
O 3.2190 -3.5961 0.6521
C 1.1194 1.4689 -0.7687
C 1.0217 2.7724 -1.5645
C -0.2021 3.5700 -1.1744
F 0.0000 4.1750 0.0614
C 3.4514 0.9264 0.2156
C 3.4108 2.3084 0.8662
C 4.6173 2.5880 1.7747
C 5.5589 3.7211 1.4083
F 6.3389 3.9446 2.5157
Br 4.5954 5.3705 1.0938
C 6.5875 3.4310 0.2787
F 7.6404 4.2324 0.4249
F 7.0223 2.1836 0.4172
Br 5.9253 3.6704 -1.5172
O 4.7285 0.6166 -0.3646
H 3.0041 0.3451 -3.0306
H 3.2365 1.9826 -2.4727
H 1.2507 -0.9716 -1.6801
H 1.5208 -1.0574 0.0578
H 3.7995 -1.6250 -1.9130
H 2.5791 -2.8038 -1.5474
H 3.8648 -1.6620 0.8838
H 4.8535 -2.7042 -0.1469
H 2.2646 -3.4748 0.5888
H 0.2812 0.8393 -1.0829
H 0.9377 1.6936 0.2844
H 0.9254 2.5378 -2.6298
H 1.9055 3.4023 -1.4377
H -1.0723 2.9164 -1.0794
H -0.4187 4.3537 -1.8977
H 3.2952 0.2213 1.0363
H 2.5290 2.2776 1.5059
H 3.2470 3.1164 0.1514
H 5.2108 1.6815 1.8997
H 4.2571 2.8730 2.7612
C -2.4773 9.5588 1.9554
C -1.7900 9.3154 0.7736
C -1.9652 8.1169 0.1007
C -2.8351 7.1845 0.6340
C -3.5283 7.4009 1.8101
C -3.3421 8.6034 2.4730
N -3.0327 5.9098 -0.0803
O -2.3992 5.7325 -1.1014
O -3.8124 5.1099 0.3951
H -2.3380 10.4971 2.4757
H -1.1150 10.0595 0.3735
H -1.4386 7.9046 -0.8173
H -4.1950 6.6437 2.1939
H -3.8740 8.7935 3.3952
C 7.1833 -0.4814 7.1429
C 7.2042 0.4141 6.0817
C 6.0582 0.6349 5.3350
C 4.9091 -0.0550 5.6769
C 4.8627 -0.9527 6.7272
C 6.0171 -1.1637 7.4637
N 3.6839 0.1778 4.8921
O 3.7624 0.9523 3.9559
O 2.6752 -0.4106 5.2156
H 8.0809 -0.6481 7.7235
H 8.1134 0.9439 5.8328
H 6.0553 1.3275 4.5064
H 3.9448 -1.4719 6.9581
H 6.0047 -1.8621 8.2891
C -1.5481 -6.0109 3.8486
C -2.6071 -5.5486 3.0784
C -2.3624 -4.8958 1.8819
C -1.0490 -4.7247 1.4825
C 0.0238 -5.1781 2.2304
C -0.2380 -5.8246 3.4271
N -0.7802 -4.0464 0.2030
O -1.7236 -3.6287 -0.4357
O 0.3806 -3.9469 -0.1509
H -1.7453 -6.5228 4.7811
H -3.6269 -5.6986 3.4048
H -3.1754 -4.5349 1.2709
H 1.0373 -5.0333 1.8864
H 0.5848 -6.1864 4.0282
C -5.8207 -1.4312 -2.2172
C -4.7840 -2.1250 -1.6069
C -5.0381 -3.3283 -0.9690
C -6.3319 -3.8108 -0.9562
C -7.3820 -3.1389 -1.5543
C -7.1156 -1.9359 -2.1890
N -6.5974 -5.0931 -0.2766
O -5.6638 -5.6419 0.2772
O -7.7310 -5.5253 -0.3089
H -5.6188 -0.4958 -2.7224
H -3.7740 -1.7390 -1.6305
H -4.2403 -3.8861 -0.5040
H -8.3798 -3.5499 -1.5216
H -7.9194 -1.3928 -2.6672
C -4.6807 -4.9211 -6.2486
C -5.8807 -4.3840 -5.8013
C -6.3578 -3.2009 -6.3417
C -5.6177 -2.5777 -7.3279
C -4.4198 -3.0912 -7.7895
C -3.9525 -4.2743 -7.2390
N -6.1269 -1.3217 -7.9111
O -7.1686 -0.8788 -7.4702
O -5.4748 -0.8074 -8.7965
H -4.3118 -5.8455 -5.8246
H -6.4485 -4.8856 -5.0292
H -7.2896 -2.7762 -5.9996
H -3.8694 -2.5736 -8.5606
H -3.0170 -4.6914 -7.5857
*
```

Mulliken atomic charge list, values in e, 8 entries: atom 1 (O): -0.64, atom 2 (C): 0.11, atom 3 (C): -0.96, atom 4 (C): 3.27, atom 5 (C): -1.30, atom 6 (C): -1.57, atom 7 (C): -0.23, atom 8 (O): -0.58

---

C44H45N3OP | wB97M-V/def2-TZVPD

Summary:
M   662.838 g/mol
HOMO-LUMO gap   3.43 eV
Max |F|   1.6 eV/A
Energy above the lowest of the compared OMol25 structures with the same formula, charge and spin   6.8 kJ/mol

Structure (ORCA input):
```
! RIJCOSX wB97M-V def2-TZVPD def2/J DEFGRID3
* xyz 1 1
C -2.4305 3.7765 -3.8843
N -1.7954 4.1870 -2.6549
C -0.7392 5.1594 -2.7939
C -2.0698 3.5525 -1.4709
C -1.9914 4.2477 -0.2361
C -2.2897 3.5898 0.9441
C -2.6208 2.2153 0.9229
P -2.7592 1.3606 2.5376
C -2.8159 -0.3734 1.9436
C -1.6771 -1.0943 1.5426
C -1.7915 -2.3238 0.9164
C -3.0696 -2.8907 0.7368
N -3.1977 -4.1269 0.1623
C -4.2148 -5.0568 0.5862
C -2.2182 -4.6557 -0.7561
C -4.2234 -2.1858 1.1736
C -4.0996 -0.9383 1.7621
C -0.9893 1.4296 2.9940
C -0.6710 1.0934 4.3269
C 0.6553 0.9455 4.6969
C 1.6898 1.0899 3.7351
N 2.9963 0.9240 4.1089
C 4.0127 0.4783 3.1870
C 3.4676 1.3188 5.4131
C 1.3693 1.4133 2.3999
C 0.0420 1.6033 2.0497
C -2.7197 1.5391 -0.3052
C -2.4551 2.1960 -1.4929
H -3.4396 3.3984 -3.6808
H -2.4924 4.6518 -4.5401
H -1.8663 2.9879 -4.4043
H -0.2431 5.3214 -1.8331
H 0.0007 4.8080 -3.5292
H -1.1452 6.1086 -3.1666
H -1.7384 5.3077 -0.2372
H -2.2266 4.1225 1.8949
H -0.6754 -0.7016 1.6859
H -0.8935 -2.8633 0.6124
H -4.8563 -4.5889 1.3364
H -4.8195 -5.3714 -0.2729
H -3.7555 -5.9583 1.0183
H -1.7646 -3.8506 -1.3457
H -1.4145 -5.2057 -0.2444
H -2.7391 -5.3496 -1.4249
H -5.2068 -2.6220 1.0002
H -4.9912 -0.3805 2.0573
H -1.4664 0.9146 5.0537
H 0.9160 0.6713 5.7178
H 3.5871 -0.2003 2.4383
H 4.4994 1.3125 2.6610
H 4.7729 -0.0527 3.7705
H 2.6336 1.6905 6.0127
H 3.9360 0.4667 5.9203
H 4.2249 2.1116 5.3251
H 2.1542 1.5495 1.6550
H -0.1807 1.8425 1.0115
H -2.9536 0.4782 -0.3540
H -2.4980 1.6490 -2.4352
C -3.5021 8.9496 5.1085
O -2.7236 7.7275 5.1867
C -3.3854 6.5591 4.9727
C -2.7122 5.3543 5.3036
C -3.4029 4.1648 5.2703
C -4.7708 4.1165 4.8921
C -5.5353 2.9045 4.9658
C -6.6921 2.5836 4.1558
C -7.2901 1.3851 4.6814
C -8.4724 0.8821 4.1591
C -9.0764 1.5586 3.0879
C -8.4782 2.7133 2.5425
C -7.2787 3.2194 3.0625
C -6.4952 0.9508 5.8180
C -5.4097 1.8836 5.9839
C -4.5756 1.7721 7.0958
C -4.7927 0.7281 8.0073
C -5.8520 -0.1849 7.8300
C -6.7170 -0.0674 6.7314
C -5.3933 5.3212 4.4857
C -4.7239 6.5257 4.5109
H -2.7856 9.7142 5.4073
H -3.8603 9.1366 4.0829
H -4.3653 8.9326 5.7961
H -1.6708 5.4175 5.6236
H -2.8917 3.2374 5.5213
H -8.8951 -0.0228 4.5975
H -10.0136 1.1873 2.6674
H -8.9601 3.2242 1.7044
H -6.8024 4.0943 2.6249
H -3.7844 2.5007 7.2553
H -4.1332 0.6211 8.8729
H -5.9981 -0.9904 8.5534
H -7.5547 -0.7456 6.5657
H -6.4389 5.3299 4.1861
H -5.2356 7.4546 4.2349
*
```

Mulliken atomic charge list, values in e, 8 entries: atom 1 (C): -1.21, atom 2 (N): 0.11, atom 3 (C): -1.09, atom 4 (C): 0.49, atom 5 (C): -0.77, atom 6 (C): -0.28, atom 7 (C): -0.35, atom 8 (P): 0.62

---

C44H45N4S | wB97M-V/def2-TZVPD

Summary:
M   661.939 g/mol
HOMO-LUMO gap   5.51 eV
Max |F|   2.2 eV/A
Energy above the lowest of the compared OMol25 structures with the same formula, charge and spin   110.6 kJ/mol

Structure (ORCA input):
```
! RIJCOSX wB97M-V def2-TZVPD def2/J DEFGRID3
* xyz 1 1
C -6.3452 -4.8126 2.8154
C -6.9191 -4.2467 1.5140
C -5.9325 -3.1600 1.0316
N -4.7457 -3.3377 1.8349
C -3.5903 -2.6446 1.6450
C -3.5439 -1.5555 0.7235
C -2.3724 -0.8642 0.5285
C -1.1524 -1.2974 1.1297
C 0.0819 -0.8162 0.6458
C 1.3096 -1.4718 1.0523
C 1.5127 -2.7680 0.5137
C 2.6198 -3.5193 0.8352
C 3.5979 -3.0117 1.7320
N 4.7571 -3.7203 1.8961
C 5.6081 -3.6334 3.0713
C 6.6700 -4.7346 2.8923
C 6.5351 -5.2362 1.4450
C 5.1300 -4.8219 1.0071
C 3.3462 -1.7552 2.3657
C 2.2606 -0.9795 1.9890
C -1.2395 -2.3065 2.1558
C -2.4192 -2.9833 2.3796
C -4.9487 -4.1887 2.9846
H -6.9714 -4.5433 3.6678
H -6.2595 -5.9011 2.7621
H -6.9720 -5.0322 0.7546
H -7.9158 -3.8146 1.6568
H -5.7301 -3.2661 -0.0458
H -6.3744 -2.1562 1.1663
H -4.4500 -1.2606 0.1887
H -2.3319 0.0029 -0.1481
H 0.0854 -0.0787 -0.1608
H 0.7727 -3.1704 -0.1855
H 2.7462 -4.5016 0.3732
H 6.0775 -2.6427 3.1627
H 5.0380 -3.8020 4.0006
H 7.6782 -4.3588 3.0905
H 6.4542 -5.5532 3.5886
H 7.2856 -4.7485 0.8157
H 6.6615 -6.3183 1.3635
H 4.4448 -5.6817 1.1325
H 5.1043 -4.5403 -0.0600
H 4.0581 -1.3783 3.1145
H 2.1045 0.0180 2.4056
H -0.3561 -2.5851 2.7252
H -2.4491 -3.7826 3.1175
H -4.8997 -3.6123 3.9273
H -4.1797 -4.9724 3.0606
C -3.5690 7.2336 -1.8193
C -4.2635 6.1087 -1.3604
C -3.5643 4.9476 -1.0185
C -2.1707 4.8970 -1.1303
C -1.4144 3.6399 -0.6865
C -0.7141 3.8247 0.6679
C -0.1003 2.7221 1.2711
C 0.5545 2.8309 2.4968
C 0.5830 4.0748 3.1406
C 0.0044 5.1914 2.5393
C -0.6240 5.0726 1.2948
C -0.3689 3.1780 -1.7166
C -0.7736 3.3198 -3.1732
C 0.4310 3.0370 -4.0246
N 1.1172 1.8307 -3.5530
C 2.1331 1.2320 -4.3043
C 2.6720 0.1217 -3.6631
C 3.6829 -0.6045 -4.3000
C 4.0573 -0.2420 -5.5963
C 3.4934 0.8748 -6.2308
C 2.5591 1.6644 -5.5575
S 1.9287 -0.1206 -2.1005
C 0.8979 1.3077 -2.3080
N 0.0768 1.7998 -1.4253
C -1.4809 6.0165 -1.6208
C -2.1789 7.1823 -1.9659
H -4.1088 8.1499 -2.0615
H -5.3507 6.1366 -1.2589
H -4.0962 4.0627 -0.6551
H -2.1714 2.8468 -0.5781
H -0.1127 1.7777 0.7389
H 1.0279 1.9542 2.9487
H 1.0555 4.1734 4.1205
H 0.0213 6.1646 3.0288
H -1.0236 5.9614 0.8159
H 0.4944 3.8719 -1.5874
H -1.6121 2.6488 -3.4094
H -1.0815 4.3473 -3.3790
H 0.1414 2.9103 -5.0680
H 1.1281 3.8880 -3.9674
H 4.1430 -1.4239 -3.7670
H 4.8131 -0.8272 -6.1215
H 3.7835 1.1258 -7.2474
H 2.1619 2.5877 -5.9963
H -0.3910 5.9983 -1.7235
H -1.6324 8.0502 -2.3501
*
```

Mulliken atomic charge list, values in e, 8 entries: atom 1 (C): -0.62, atom 2 (C): -0.57, atom 3 (C): -0.78, atom 4 (N): 0.09, atom 5 (C): 1.50, atom 6 (C): -0.64, atom 7 (C): -0.54, atom 8 (C): 0.94

---

C44H46As2N3O2RuS3 | wB97M-V/def2-TZVPD

Summary:
M   995.986 g/mol
HOMO-LUMO gap (spin up / spin down)   6.54 / 5.12 eV
Max |F|   0.2 eV/A
Energy above the lowest of the compared OMol25 structures with the same formula, charge and spin   65.4 kJ/mol

Structure (ORCA input):
```
! RIJCOSX wB97M-V def2-TZVPD def2/J DEFGRID3
* xyz 0 2
Ru -1.2821 -0.7355 -0.5854
N -1.4621 -2.3215 0.8492
C -2.5757 -3.3056 0.7987
C -3.7687 -2.8500 -0.0302
C -4.1832 -1.3965 0.1522
O -5.3411 -1.0930 0.3584
O -3.2404 -0.4974 0.0368
H -0.6019 -2.8014 1.0936
H -1.6625 -1.6861 1.6417
H -2.8891 -3.5011 1.8262
H -2.1869 -4.2385 0.3883
H -4.6277 -3.4736 0.2105
H -3.5444 -2.9795 -1.0892
S -2.2022 -1.3205 -2.5920
C -1.2926 -2.6881 -3.2479
C -1.8932 -3.5403 -4.1744
C -1.1665 -4.5817 -4.7280
C 0.1652 -4.7799 -4.3812
C 0.7684 -3.9285 -3.4680
C 0.0355 -2.8985 -2.8943
As 0.7496 -1.5524 -1.7040
C 1.7927 -0.5506 -2.9994
C 3.1252 -0.8493 -3.2597
C 3.8149 -0.1493 -4.2397
C 3.1740 0.8407 -4.9711
C 1.8359 1.1199 -4.7311
C 1.1440 0.4245 -3.7497
C 2.0815 -2.5465 -0.7151
C 3.2411 -1.9353 -0.2469
C 4.1182 -2.6407 0.5640
C 3.8446 -3.9560 0.9117
C 2.6925 -4.5720 0.4420
C 1.8124 -3.8695 -0.3696
H -2.9267 -3.3804 -4.4549
H -1.6424 -5.2440 -5.4399
H 0.7300 -5.5901 -4.8231
H 1.8098 -4.0700 -3.2017
H 3.6366 -1.6224 -2.7001
H 4.8545 -0.3812 -4.4328
H 3.7140 1.3863 -5.7341
H 1.3244 1.8780 -5.3103
H 0.0963 0.6384 -3.5811
H 3.4609 -0.9059 -0.5014
H 5.0113 -2.1530 0.9330
H 4.5291 -4.5015 1.5485
H 2.4770 -5.5993 0.7069
H 0.9164 -4.3569 -0.7380
S -2.5215 0.1771 3.1106
C -1.7333 1.7142 3.0532
C -2.1520 2.8040 3.8453
C -1.5249 4.0311 3.7770
C -0.4375 4.2392 2.9270
C 0.0299 3.1772 2.1707
C -0.6023 1.9391 2.2425
As 0.0693 0.3805 1.3544
C 0.6759 -0.7242 2.8565
C 0.6574 -0.2373 4.1607
C 1.1521 -1.0078 5.2012
C 1.6593 -2.2781 4.9584
C 1.6842 -2.7675 3.6633
C 1.2023 -1.9867 2.6186
C 1.8515 1.0046 0.7956
C 2.9167 0.9923 1.6970
C 4.1836 1.3956 1.2999
C 4.4105 1.8153 -0.0052
C 3.3554 1.8500 -0.9040
C 2.0854 1.4553 -0.4997
H -2.9921 2.6558 4.5126
H -1.8815 4.8436 4.3998
H 0.0563 5.2018 2.8864
H 0.9011 3.3046 1.5375
H 0.2549 0.7443 4.3681
H 1.1299 -0.6157 6.2099
H 2.0344 -2.8801 5.7763
H 2.0875 -3.7505 3.4545
H 1.2723 -2.3685 1.6092
H 2.7649 0.6594 2.7152
H 4.9974 1.3790 2.0143
H 5.4026 2.1188 -0.3152
H 3.5125 2.1730 -1.9265
H 1.2731 1.5042 -1.2087
C -1.0331 5.9206 -0.4772
C -1.1270 4.5974 -1.2150
N -2.3189 3.8793 -0.7866
C -2.4710 2.5487 -0.7072
S -1.2143 1.5607 -1.3933
N -3.5735 2.0474 -0.2068
C -4.7238 2.8097 0.2559
C -4.5670 3.3458 1.6705
H -0.1492 6.4686 -0.8026
H -0.9671 5.7535 0.5979
H -1.9037 6.5491 -0.6802
H -0.2614 3.9727 -0.9988
H -1.1546 4.7602 -2.2961
H -3.0761 4.4418 -0.4327
H -3.6049 1.0137 -0.0940
H -5.5651 2.1185 0.2155
H -4.9414 3.6078 -0.4625
H -4.4292 2.5124 2.3588
H -5.4599 3.9023 1.9599
H -3.7006 4.0022 1.7706
*
```

Mulliken atomic charge list, values in e, 8 entries: atom 1 (Ru): 1.54, atom 2 (N): -0.43, atom 3 (C): -0.72, atom 4 (C): -0.55, atom 5 (C): 0.41, atom 6 (O): -0.69, atom 7 (O): -0.22, atom 8 (H): -0.23